No. 1
C14H21N3O3 | ωB97M-V/def2-TZVPD

Geometry as ORCA input:
```
! wB97M-V def2-TZVPD RIJCOSX def2/J DEFGRID3
* xyz 0 1
C 2.705 -5.239 -0.379
H 1.823 -5.782 -0.045
C 2.326 -3.838 -0.845
H 1.722 -3.929 -1.751
H 3.229 -3.281 -1.105
C 1.534 -3.049 0.203
C 2.305 -2.896 1.511
H 2.399 -3.851 2.019
H 3.298 -2.498 1.317
H 1.784 -2.206 2.169
H 0.592 -3.573 0.400
C 1.178 -1.641 -0.329
N 0.313 -0.954 0.602
C 0.591 0.328 1.002
O 1.659 0.868 0.795
N -0.400 0.890 1.763
H -1.341 0.536 1.662
C -0.351 2.301 2.057
C -1.462 3.056 1.374
N -2.454 2.328 0.879
C -3.458 2.944 0.278
C -3.533 4.319 0.139
C -2.499 5.085 0.661
C -1.446 4.446 1.290
H -0.621 5.004 1.706
H -2.515 6.162 0.575
H -4.371 4.778 -0.361
H -4.234 2.296 -0.108
H -0.431 2.455 3.142
H 0.626 2.670 1.731
H -0.646 -1.270 0.603
C 0.457 -1.735 -1.667
O -0.723 -1.953 -1.777
O 1.276 -1.534 -2.697
C 0.693 -1.604 -3.993
H -0.081 -0.843 -4.100
H 1.501 -1.431 -4.699
H 0.244 -2.587 -4.154
H 2.085 -1.040 -0.442
H 3.419 -5.202 0.439
H 3.158 -5.794 -1.197
*
```

HOMO (eV): -9.2
Orbital gap (eV): 10.06
Relative energy (zero: lowest compared OMol25 entry of this formula, charge and spin) (eV): 0.692
Maximum force (eV/A): 0.50

Atom charges from the Löwdin analysis, given in e for atoms 1 to 6: -0.10 0.08 -0.22 0.11 0.12 -0.32

***

No. 2
C14H21N3S | ωB97M-V/def2-TZVPD

Geometry as ORCA input:
```
! wB97M-V def2-TZVPD RIJCOSX def2/J DEFGRID3
* xyz 0 1
C -3.167 -2.335 1.194
C -4.013 -1.143 0.758
C -3.473 0.204 1.259
C -2.652 0.976 0.223
C -1.358 0.265 -0.163
H -1.579 -0.650 -0.711
H -0.811 -0.008 0.743
C -0.402 1.101 -1.040
N 0.126 2.253 -0.325
C 1.323 1.954 0.257
S 2.021 2.902 1.401
N 1.751 0.784 -0.286
C 2.888 0.016 -0.046
C 4.016 0.538 0.582
C 5.122 -0.266 0.782
C 5.129 -1.583 0.357
C 4.010 -2.100 -0.274
C 2.895 -1.311 -0.478
H 2.018 -1.714 -0.960
H 4.001 -3.127 -0.609
H 5.998 -2.203 0.516
H 5.990 0.149 1.272
H 4.025 1.562 0.914
N 0.810 0.300 -1.240
H 1.195 0.444 -2.176
H -0.461 2.965 0.072
C -1.025 1.515 -2.367
H -1.877 2.166 -2.194
H -1.356 0.635 -2.912
H -0.298 2.057 -2.968
H -3.267 1.134 -0.665
H -2.414 1.956 0.645
H -4.313 0.840 1.547
H -2.867 0.043 2.152
H -5.024 -1.287 1.145
H -4.086 -1.124 -0.331
H -3.138 -2.399 2.280
H -2.146 -2.254 0.831
H -3.594 -3.259 0.812
*
```

HOMO (eV): -7.9
Orbital gap (eV): 8.62
Relative energy (zero: lowest compared OMol25 entry of this formula, charge and spin) (eV): 1.194
Maximum force (eV/A): 0.88

Atom charges from the Löwdin analysis, given in e for atoms 1 to 6: -0.11 -0.26 -0.21 -0.21 -0.13 0.12

***

No. 3
C14H21N5O3 | ωB97M-V/def2-TZVPD

Geometry as ORCA input:
```
! wB97M-V def2-TZVPD RIJCOSX def2/J DEFGRID3
* xyz 0 1
O -3.633 -2.860 -0.430
O -1.607 0.392 1.619
O 1.109 4.002 1.169
N 2.302 -0.394 -0.184
C -3.215 -2.839 0.715
C -1.158 0.130 0.511
C 0.608 2.878 0.976
C 3.086 -0.417 -1.237
C 1.559 -1.916 -1.610
C 1.404 -1.463 -0.317
N 2.591 -1.261 -2.140
N 1.240 1.833 1.493
N -2.099 -2.147 1.029
N -0.804 1.114 -0.380
C -3.779 -3.656 1.877
C 2.580 1.832 2.157
C -0.353 0.874 -1.804
C 0.293 2.278 -2.197
C 0.338 -1.955 0.578
C -0.426 3.286 -1.345
C -1.010 -1.355 0.202
C -0.628 2.596 0.030
H 3.837 0.255 -1.550
H 0.979 -2.589 -2.102
H 3.113 -1.603 -2.920
H 0.687 1.032 1.476
H -1.982 -1.852 1.999
H -4.746 -4.135 1.583
H -3.941 -3.085 2.815
H -3.051 -4.380 2.105
H 2.578 1.864 3.299
H 3.275 2.592 1.705
H 3.073 0.909 1.906
H -1.175 0.814 -2.429
H 0.395 0.119 -1.980
H 1.344 2.185 -1.946
H 0.124 2.579 -3.200
H 0.583 -1.751 1.590
H 0.368 -3.077 0.451
H -1.337 3.452 -1.830
H 0.128 4.280 -1.181
H -1.022 -1.466 -0.910
H -1.629 2.906 0.403
*
```

HOMO (eV): -9.0
Orbital gap (eV): 9.37
Relative energy (zero: lowest compared OMol25 entry of this formula, charge and spin) (eV): 1.888
Maximum force (eV/A): 3.54

Atom charges from the Löwdin analysis, given in e for atoms 1 to 6: 0.04 0.06 0.01 0.13 -0.55 -0.42